Formula: C36H89NO11V
Source: OMol25
Level of theory: wB97M-V/def2-TZVPD

Geometry as XYZ:
```
138
Properties=species:S:1:pos:R:3:forces:R:3:mulliken_spin:R:1
V 0.89494 2.07691 -1.11464 1.787 2.934 -1.798 1.12
O -0.10434 0.65608 -0.78701 -1.175 -0.679 0.281 -0.17
O -4.59746 -5.98867 -0.49825 0.660 0.775 0.034 0.00
O -2.77189 -3.54181 -4.88732 -0.815 0.312 -0.638 0.00
O 0.50956 3.29498 -0.22131 -0.314 0.186 0.719 -0.09
O 3.55462 -3.96318 3.38198 -0.792 0.226 -0.766 0.00
O 1.29672 1.24656 -3.25460 0.258 0.770 0.328 0.02
O -1.23868 2.76624 -2.28918 0.065 -1.360 1.403 0.01
O -2.86509 1.01825 -0.95040 0.193 -0.119 0.186 -0.03
O -3.99286 -3.50810 5.54368 1.042 0.043 0.527 0.00
O 2.76450 2.28215 -1.25574 1.331 -0.330 0.710 0.00
O -1.04227 5.75490 4.33170 0.014 -0.692 -0.201 0.00
N 4.19914 2.32953 -0.86321 -0.676 0.894 -0.006 0.01
C 0.05022 0.21990 1.61877 0.313 0.823 0.489 0.02
C -3.04637 4.37755 -2.48869 -0.382 -0.722 -0.344 0.00
C 4.69277 3.71636 -0.60422 0.391 0.016 -0.475 0.00
C -2.26025 -2.47013 4.03722 0.000 0.228 0.741 0.00
C 0.06186 3.68222 3.43529 -0.827 0.100 0.313 0.00
C 0.15068 -0.25666 0.20110 0.452 -2.279 0.310 0.11
C 2.69106 -3.45301 1.05572 -0.614 0.504 1.181 0.00
C -0.83837 -1.41892 0.13352 0.070 0.238 -0.055 0.01
C -5.20456 0.99633 -1.11023 0.133 -0.172 -0.164 0.00
C 0.90544 6.04384 3.02586 0.388 -0.463 -0.323 0.00
C 6.00298 3.61932 0.27609 -0.441 0.805 -0.968 0.00
C -3.97580 -5.09301 0.43209 -0.603 0.230 0.777 0.00
C 6.09043 1.21894 0.32254 -1.209 -0.141 0.222 0.00
C 1.09569 -3.97420 2.94691 0.552 0.552 -0.528 0.00
C -1.97643 -2.86285 -3.94000 1.280 -0.282 -1.178 0.00
C 0.86639 -0.06030 -3.71689 0.533 0.543 0.650 0.01
C -4.14017 0.69280 1.09662 0.698 0.120 0.432 0.00
C -2.39771 -4.93885 4.30556 -0.324 0.223 0.496 0.00
C 3.89492 1.69303 1.68780 0.809 -0.289 -1.702 -0.01
C -4.01157 0.40516 -0.37608 -0.307 -0.210 -0.320 0.00
C 3.76010 4.69663 0.09926 -0.217 -0.320 0.272 0.00
C -2.46710 -4.99694 0.39583 0.046 0.254 -0.470 0.00
C -2.72951 2.48171 -4.13768 -0.549 -0.358 0.010 0.00
C 0.17733 5.09784 3.95362 0.310 0.712 0.503 0.00
C 3.98375 0.07219 -0.25547 -0.341 0.145 0.485 -0.04
C -3.20242 -3.63695 4.36756 -0.013 -0.136 -1.014 0.00
C 1.81739 -1.12567 -3.14909 -1.052 0.112 0.020 0.00
C 4.53172 1.40758 0.20655 -0.855 -0.974 1.116 0.02
C 5.01640 4.33095 -1.99418 0.131 0.113 0.530 0.00
C -1.36980 -4.00284 -3.17506 -0.454 -0.028 1.177 0.00
C -4.52482 -3.65261 0.40069 0.342 -0.386 -0.796 0.00
C 2.49434 -4.19633 2.40035 1.192 -0.661 0.041 0.00
C 0.76790 -0.10899 -5.22259 0.621 -0.453 -0.080 0.00
C 6.87405 2.43011 -0.07209 0.059 0.780 0.692 0.00
C -2.67310 -1.76847 -3.20379 -0.684 -0.572 1.113 0.00
C -2.06073 3.43942 -3.18240 0.408 1.416 -1.146 0.00
H -3.60781 4.91546 -3.25141 -0.036 0.135 -0.015 0.00
H -4.17121 1.76582 1.25604 0.080 0.242 0.058 0.00
H 0.06077 0.59001 -5.65189 -0.132 0.200 0.112 0.00
H -1.92423 -5.03022 3.33346 0.051 -0.101 -0.124 0.00
H -3.29554 0.28343 1.66855 -0.151 0.095 -0.095 0.00
H -3.47336 -2.18946 -2.56755 0.147 0.225 -0.231 0.00
H 6.20519 1.01048 1.38893 0.435 0.012 -0.012 0.00
H 0.85025 -4.57262 3.81928 0.134 0.037 0.052 0.00
H 2.57266 -2.37622 1.25444 0.134 -0.064 -0.115 0.00
H 4.36186 -0.09261 -1.25628 -0.080 -0.309 -0.268 0.00
H 1.91598 5.63425 2.90229 -0.060 0.252 -0.148 0.00
H 5.72712 3.68756 1.33161 0.190 -0.205 -0.114 0.00
H -4.15254 -3.11543 -0.49586 -0.298 -0.218 0.314 0.00
H -2.17407 -4.55629 -2.67332 0.136 -0.023 -0.110 0.00
H -2.80146 -1.52746 3.95247 -0.045 -0.005 -0.002 0.00
H 2.83618 4.81153 -0.45422 -0.232 0.035 -0.060 0.00
H -0.92540 -1.81882 -0.87542 -0.038 -0.133 0.105 0.00
H -0.46405 3.60937 2.48598 0.166 0.043 -0.246 0.00
H 1.15528 -0.70366 0.01767 -0.316 0.207 0.315 -0.09
H -1.52538 5.15418 4.91128 -0.041 0.116 -0.047 0.00
H 2.83137 -1.02608 -3.54868 -0.142 0.055 0.050 0.00
H 3.51163 4.39981 1.12807 0.067 0.028 -0.279 0.00
H 0.99866 -2.90756 3.14668 -0.314 0.096 0.294 0.00
H 2.84356 1.97690 1.60801 0.053 -0.045 -0.016 0.01
H 7.14533 2.53719 -1.12110 -0.121 -0.518 -0.143 0.00
H 0.47189 -1.12774 -5.49272 -0.056 0.128 -0.137 0.00
H -3.13428 -2.89487 -5.50487 -0.046 -0.138 0.031 0.00
H 1.75628 0.06465 -5.66243 -0.131 0.044 -0.027 0.00
H -3.10888 -1.02154 -3.86056 0.029 0.092 -0.159 0.00
H -2.03461 1.79588 -4.63480 0.048 0.216 0.200 0.00
H -1.90469 -5.92851 0.47636 -0.231 -0.021 0.003 0.00
H 0.98322 7.03983 3.45779 -0.065 -0.010 0.008 0.00
H 3.63835 -3.60355 0.54756 0.070 -0.273 0.134 0.00
H -0.86170 -4.68902 -3.84600 0.090 0.075 -0.050 0.00
H 1.85076 -3.71847 0.41490 0.147 -0.115 -0.258 0.00
H 5.35296 5.37206 -1.85807 -0.082 -0.326 -0.154 0.00
H 0.44633 6.09875 2.03114 -0.039 -0.003 0.246 0.00
H -5.19082 2.08664 -0.96388 -0.119 -0.309 -0.055 0.00
H 3.82676 -3.03871 3.34584 -0.140 -0.022 -0.019 0.00
H -0.13893 -0.10657 -3.28656 0.155 -0.461 0.050 0.00
H -5.04669 0.28066 1.50982 -0.365 -0.295 0.071 0.00
H 0.80063 4.98025 4.84964 -0.020 0.313 0.204 0.00
H -1.80321 -1.03710 0.49317 -0.041 -0.414 -0.180 0.00
H -2.17278 -4.45468 -0.51169 0.144 -0.238 0.083 0.00
H -3.40990 -3.66839 6.30997 -0.401 0.156 -0.373 0.00
H 0.26906 -0.64321 2.24266 -0.056 0.028 0.326 0.00
H -1.13421 -2.38901 -4.46395 0.024 0.103 -0.201 0.00
H -1.70434 -2.64095 3.11203 -0.230 -0.129 -0.079 0.00
H 6.41965 0.33590 -0.20503 -0.070 -0.337 -0.288 0.00
H -1.59846 -4.86959 5.05259 -0.012 -0.190 -0.014 0.00
H -5.17795 0.78030 -2.18411 0.068 0.048 0.180 0.00
H 4.12537 4.33508 -2.62254 -0.063 -0.015 0.075 0.00
H -1.49741 -2.34624 4.81454 -0.080 -0.014 0.058 0.00
H -3.00252 -5.83065 4.50324 0.055 0.226 -0.028 0.00
H -0.53221 3.11112 4.17477 0.498 -0.096 -0.272 0.00
H 2.24306 1.34991 -3.00495 -0.270 -0.514 -0.485 0.00
H 7.80763 2.43901 0.50096 -0.011 0.199 -0.142 0.00
H -3.76957 3.77318 -1.93120 0.059 0.164 0.168 0.00
H 4.32121 -0.70585 0.42443 -0.046 -0.251 -0.042 0.00
H 5.79054 3.77250 -2.52311 0.004 -0.039 0.100 0.00
H -1.37663 4.07275 -3.74972 0.063 0.066 -0.188 0.00
H -2.22369 -4.33437 1.22241 0.392 -0.034 0.167 0.00
H 2.60347 -5.26423 2.21997 0.019 -0.153 -0.151 0.00
H -5.60875 -3.68303 0.40007 -0.151 0.205 0.017 0.00
H 4.27215 5.66156 0.12605 -0.096 -0.014 0.125 0.00
H -3.92993 -0.69235 -0.51145 -0.210 0.363 -0.167 0.00
H 0.76169 1.00828 1.87482 -0.051 0.054 -0.065 -0.03
H 4.00420 0.76121 2.25710 -0.158 0.207 -0.043 0.00
H 1.40721 -2.09874 -3.42997 0.249 -0.123 0.045 0.00
H 4.45437 2.47249 2.19737 -0.136 0.029 0.101 0.00
H -3.96605 -3.61648 3.59036 -0.040 -0.308 -0.214 0.00
H -6.12194 0.57841 -0.70176 -0.143 0.096 -0.003 0.00
H 1.82084 -1.06519 -2.05236 0.169 -0.019 -0.292 0.00
H 6.53884 4.52977 0.03039 0.146 0.353 0.156 0.00
H -0.48506 -2.17389 0.83664 -0.215 -0.255 -0.166 0.00
H -3.29419 3.01207 -4.89572 -0.013 0.210 -0.252 0.00
H -4.14759 -3.11846 1.27440 -0.166 0.061 0.017 0.00
H -1.95673 -1.29185 -2.54304 -0.012 0.330 0.051 0.00
H -2.56110 5.09104 -1.83615 0.180 0.010 0.163 0.00
H 2.89086 0.13407 -0.25540 0.294 -0.360 -0.068 0.08
H -3.46429 1.89327 -3.58602 0.020 -0.229 0.054 0.00
H 0.43551 -4.22106 2.11885 -0.444 -0.085 0.096 0.00
H -0.96379 0.58380 1.83871 0.240 -0.054 -0.019 0.02
H -1.85385 2.20964 -1.75680 0.432 0.270 -0.158 0.00
H -4.33863 -5.67877 -1.37557 -0.138 -0.177 -0.078 0.00
H 1.08833 3.30912 3.36241 -0.300 -0.317 -0.103 0.00
H -0.69633 -3.65025 -2.39714 0.243 -0.015 0.041 0.00
H -4.28060 -5.46393 1.41117 0.039 -0.372 0.022 0.00
H -2.04321 0.64553 -0.58979 -0.049 0.097 -0.123 0.01
```
Positions in Å, forces in eV/Å.

Output
Multiplicity: 2
Electronic energy: -3251.403441 Eh
HOMO level (alpha / beta): -8.069 / -8.153 eV
Kohn-Sham gap (alpha / beta): 8.47 / 8.53 eV
⟨S²⟩: 0.762
LUMO level (alpha / beta): 0.40 / 0.38 eV


Formula: C47H57GeIN7O3Ti
Source: OMol25
Level of theory: wB97M-V/def2-TZVPD

Geometry as XYZ:
```
117
Properties=species:S:1:pos:R:3:forces:R:3:mulliken_spin:R:1
I -5.03147 2.78424 0.36404 -0.498 -0.080 0.066 0.00
Ge 4.45192 0.64067 0.84678 -0.140 -0.333 0.337 0.00
Ti -1.47492 0.20495 0.51718 -0.131 -1.933 1.779 0.60
O -1.01892 -1.61221 -1.19670 -0.217 -0.442 -0.315 0.01
O 0.28370 0.34792 1.43389 0.673 0.350 0.983 0.00
O 0.25425 0.42010 -0.71640 -0.063 0.264 -0.227 -0.01
N -5.31223 0.34096 1.97763 0.129 0.270 0.182 0.00
N -0.59699 -1.23519 -3.40283 0.196 0.564 0.055 0.00
N -3.10326 -1.22349 0.30429 -1.082 0.207 -1.401 -0.01
N -1.19593 -1.59192 2.04594 0.386 -0.306 -0.200 -0.01
N -2.23974 0.90608 2.54067 -0.317 -0.113 0.097 0.04
N -1.29335 2.25713 0.54333 -0.055 1.127 -1.178 -0.03
N -2.54628 0.85357 -0.96354 -1.391 0.734 -2.366 -0.02
C -1.67697 -1.31925 3.40462 -0.041 0.559 0.345 0.00
C -1.18256 4.30067 -0.89465 -0.061 -0.033 0.157 0.00
C -4.13381 0.51014 -2.72212 0.057 -0.055 0.293 -0.02
C -3.16677 -2.48610 1.01127 0.168 -0.465 0.289 0.01
C 2.43971 3.97791 -1.90350 -0.033 0.007 -0.095 0.00
C -7.74457 -0.54653 0.96764 0.174 -0.002 0.110 0.00
C -1.07134 -4.04961 -3.44946 0.089 -0.080 -0.300 0.00
C 6.74846 -1.13398 0.66739 -0.014 0.178 0.163 0.00
C -7.15239 0.60394 0.47057 -0.049 -0.062 -0.084 0.00
C -1.86050 -1.66101 -3.98772 -0.248 -0.445 -0.274 0.00
C -3.68449 1.65147 -3.36443 0.184 0.096 0.282 0.06
C 3.24288 3.01842 -2.49504 -0.055 0.066 -0.158 0.00
C -2.21124 2.04933 -1.52019 -0.433 -0.694 -0.279 0.11
C -3.52306 0.10302 -1.53562 0.399 1.111 -0.440 0.14
C 3.61149 1.98149 -0.35196 0.369 -0.523 0.419 0.00
C -1.60614 0.18009 3.65167 0.210 -0.399 0.331 0.01
C 6.60057 2.90407 4.42812 0.005 0.008 0.022 0.00
C 6.10891 -2.29819 -1.75407 -0.009 -0.111 -0.162 0.00
C 2.95368 -0.53141 1.50979 0.463 0.288 -0.010 0.00
C 7.07220 3.01772 3.13059 0.109 0.067 -0.007 0.00
C 2.22968 3.94792 -0.53476 -0.118 0.116 0.056 0.00
C 5.64190 -0.67393 -0.03521 -0.426 0.625 0.271 0.00
C -7.11888 -1.22251 2.00796 -0.010 -0.002 -0.074 0.00
C -1.75710 -2.81979 1.50355 -0.359 -0.431 -0.194 0.00
C 2.79845 2.94714 0.22937 0.017 -0.094 0.213 0.00
C -0.30779 -1.78599 -2.18654 0.429 -0.140 0.306 0.00
C -4.79868 -2.10807 -1.27104 0.103 0.148 0.006 0.01
C -0.95176 2.86479 1.79371 0.087 0.215 0.714 -0.01
C 5.49567 2.11421 4.69532 0.014 0.046 0.176 0.00
C 3.83434 2.03643 -1.71965 0.123 -0.182 -0.056 0.00
C -2.72091 2.44452 -2.74759 -0.003 -0.232 0.076 -0.03
C 6.43548 2.34378 2.10589 -0.050 -0.060 -0.179 0.00
C -5.94915 0.99638 1.02884 0.331 0.309 -0.160 0.01
C 0.81995 -2.78111 -2.19185 -0.091 -0.104 0.017 0.00
C 5.32501 1.54865 2.36310 -0.287 -0.332 -0.638 0.00
C -1.47831 2.87691 -0.57524 0.255 0.056 0.814 0.08
C -1.69682 -3.10295 -4.48852 -0.229 0.166 0.253 0.00
C 4.86285 1.43787 3.66794 -0.177 -0.154 -0.118 0.00
C 7.53142 -2.15845 0.16738 0.103 -0.097 -0.025 0.00
C -3.80523 -1.09625 -0.78737 0.146 -0.747 1.239 0.03
C 7.21222 -2.74358 -1.04675 0.026 -0.032 0.010 0.00
C 0.44233 -3.86878 -3.22703 -0.063 -0.084 0.141 0.00
C 5.33093 -1.27098 -1.25108 -0.167 0.100 -0.076 0.00
C -5.90826 -0.73818 2.47750 -0.208 -0.242 0.083 0.00
C 2.01712 -0.86714 0.35299 0.066 0.300 0.108 0.00
C -2.05573 2.35793 2.73702 0.187 0.607 -0.034 0.03
C 0.82835 0.04813 0.33052 1.600 -0.139 -0.466 0.03
H -2.71563 -1.64748 3.50335 0.094 -0.058 -0.102 0.00
H -1.07067 -3.09938 -5.38265 0.000 -0.035 -0.090 0.00
H 1.65415 4.72771 -0.05650 -0.053 0.065 0.036 0.00
H 7.09440 3.42661 5.23196 0.067 0.067 0.084 0.00
H 2.00130 4.75779 -2.50911 -0.010 0.115 -0.037 0.00
H 0.15440 -1.32010 -4.07997 0.003 -0.159 0.203 0.00
H -1.78154 -3.63282 2.24281 -0.044 0.121 -0.124 0.00
H 0.91271 -3.65457 -4.18754 0.048 -0.024 -0.021 0.00
H 4.47527 -0.92981 -1.82138 -0.042 -0.001 -0.082 0.00
H 0.85501 -4.81497 -2.87719 0.077 0.030 -0.060 0.00
H -7.56064 -2.10426 2.44554 -0.026 -0.051 0.053 0.00
H 1.60210 -1.87686 0.47615 -0.042 0.050 -0.101 -0.01
H 6.79646 2.42450 1.08857 0.139 0.105 -0.040 0.00
H -0.94786 3.95947 1.76290 0.021 -0.198 0.013 0.00
H -3.86785 -2.39430 1.84743 0.054 -0.016 -0.054 0.00
H -0.55896 0.48765 3.70875 -0.123 0.045 0.013 0.00
H -4.11262 1.94717 -4.30883 -0.051 0.058 -0.074 0.00
H -3.52178 -3.29741 0.37280 -0.014 0.059 0.118 0.00
H -1.79662 2.58603 3.77611 -0.101 -0.038 -0.106 0.00
H 8.39040 -2.49906 0.72481 0.089 -0.041 0.048 0.00
H -5.37880 -1.72565 -2.10154 -0.093 0.003 -0.048 0.00
H 2.51738 -0.82898 -0.61189 -0.089 -0.104 -0.138 0.00
H -8.67964 -0.89646 0.55376 -0.056 -0.015 0.037 0.00
H -7.60708 1.17518 -0.32171 -0.069 0.089 -0.044 0.00
H 5.85795 -2.75324 -2.70198 -0.005 -0.015 -0.070 0.00
H 0.03092 2.50292 2.11722 -0.181 0.159 -0.078 0.00
H -4.95770 -0.04518 -3.14419 0.062 -0.106 -0.018 0.00
H 7.93610 3.62703 2.91651 0.102 0.083 0.000 0.00
H 3.40360 -1.44114 1.90562 0.109 0.027 0.010 0.00
H -2.39866 3.36445 -3.20713 0.040 0.141 0.013 0.00
H -5.48151 -2.38266 -0.46897 -0.038 -0.022 0.040 0.00
H -5.39441 -1.22072 3.30259 -0.048 -0.068 -0.026 0.00
H 2.64343 2.92940 1.30165 -0.016 0.095 0.117 0.00
H -1.08211 -1.85944 4.15526 -0.211 0.087 -0.156 0.00
H 0.91541 -3.21309 -1.19493 0.010 0.094 -0.063 0.00
H -0.64029 4.80195 -0.09946 0.007 -0.030 -0.049 0.00
H -2.62126 -1.60613 -3.20876 0.057 -0.016 -0.149 0.00
H -0.58284 4.33880 -1.80300 0.054 0.040 -0.041 0.00
H -4.29624 -3.01642 -1.61064 0.051 -0.014 0.005 0.00
H 4.00539 0.81349 3.88464 -0.051 -0.034 0.069 0.00
H -3.24958 0.69949 2.55727 0.157 0.139 -0.130 -0.04
H -1.15200 -3.14148 0.65180 -0.073 0.088 0.162 0.00
H 6.99511 -0.67956 1.61760 0.101 -0.002 0.087 0.00
H 2.37980 -0.07272 2.31568 0.117 0.017 0.032 0.00
H 1.76856 -2.32181 -2.46010 0.116 0.125 0.018 0.00
H 4.49732 1.32012 -2.18411 0.057 -0.046 -0.086 0.00
H -2.13642 -0.99040 -4.80375 -0.056 0.010 0.118 0.00
H 7.81801 -3.54358 -1.44396 0.075 -0.065 -0.016 0.00
H -1.22237 -5.06546 -3.81301 -0.067 -0.038 0.057 0.00
H 3.42842 3.04954 -3.55828 0.023 0.016 -0.098 0.00
H -1.60113 -3.97310 -2.49531 -0.078 -0.055 0.045 0.00
H -0.17910 -1.66701 2.09458 -0.290 0.042 -0.037 0.00
H -2.98549 2.87726 2.49331 0.108 -0.141 0.073 -0.01
H -2.11235 4.84058 -1.07876 -0.043 0.040 -0.042 0.00
H 5.13266 2.02419 5.70829 -0.036 -0.021 0.090 0.00
H -2.09587 0.42815 4.60300 0.134 -0.021 -0.126 0.00
H -2.67516 -3.48617 -4.78094 -0.038 -0.018 -0.108 0.00
```
Positions in Å, forces in eV/Å.

Output
Multiplicity: 2
Electronic energy: -5657.974768 Eh
HOMO level (alpha / beta): -12.551 / -12.552 eV
Total charge: +2
Kohn-Sham gap (alpha / beta): 6.70 / 6.18 eV
⟨S²⟩: 0.766
Energy above the lowest of the compared OMol25 structures with the same formula, charge and spin: 240.2 kJ/mol
LUMO level (alpha / beta): -5.85 / -6.37 eV